{"formula": "C32H46BCaF4N11OPSSe", "method": "the ωB97M-V functional and the def2-TZVPD basis", "homo_lumo_gap_ev": 3.262, "energy_ha": -6167.7498, "relative_energy_kj_mol": 326.1, "mol_weight_g_mol": 869.68, "charge": -1, "species": ["Ca", "C", "N", "C", "C", "N", "C", "P", "C", "N", "C", "C", "N", "C", "C", "N", "C", "C", "N", "C", "H", "H", "H", "H", "H", "H", "H", "H", "H", "H", "H", "H", "H", "H", "H", "F", "B", "F", "F", "F", "C", "N", "C", "C", "N", "C", "C", "Se", "H", "H", "H", "H", "H", "H", "H", "H", "C", "C", "C", "N", "C", "S", "N", "C", "O", "C", "C", "C", "C", "C", "C", "H", "H", "H", "H", "H", "H", "H", "H", "H", "H", "H", "H", "H", "H", "C", "C", "C", "C", "N", "H", "H", "H", "H", "H", "H", "H", "H", "H"], "positions_angstrom": [[-0.35785, -0.26918, 0.16234], [4.78059, -3.26751, 0.13950], [3.95152, -2.08715, 0.07836], [4.39038, -0.79015, 0.02183], [3.27282, -0.00264, 0.03979], [2.16333, -0.78582, 0.10501], [2.58664, -2.03498, 0.13192], [1.53844, -3.47914, 0.39122], [0.32590, -3.16558, -0.94700], [-0.13288, -1.98490, -1.31935], [-0.73284, -2.15373, -2.52705], [-0.63072, -3.46161, -2.90779], [0.04669, -4.10144, -1.90582], [0.37358, -5.50844, -1.85453], [0.66088, -2.80428, 1.84900], [0.35880, -1.53716, 2.06444], [0.06790, -1.42203, 3.38187], [0.20493, -2.63563, 3.99599], [0.58484, -3.51418, 3.01935], [0.82092, -4.93076, 3.18100], [5.82180, -2.97032, 0.04325], [4.65300, -3.78555, 1.09152], [4.53306, -3.96327, -0.66224], [5.43675, -0.54824, -0.05171], [3.21375, 1.07081, 0.01261], [-1.20793, -1.33158, -3.03403], [-0.99094, -3.98618, -3.77562], [-0.16001, -6.02867, -2.64591], [1.44552, -5.66808, -1.98546], [0.07880, -5.93055, -0.89494], [-0.22621, -0.47246, 3.79610], [0.03026, -2.95381, 5.00949], [0.35474, -5.26986, 4.10289], [0.38802, -5.47716, 2.34552], [1.89067, -5.15030, 3.21973], [3.14622, 2.36831, -2.18353], [2.20907, 3.00966, -1.35944], [1.22063, 2.04332, -0.94592], [2.84368, 3.52470, -0.22728], [1.53686, 4.02103, -2.06588], [-0.30263, 4.86372, 3.05285], [0.15024, 4.05632, 4.16294], [-0.02355, 4.34794, 5.49818], [0.50946, 3.33442, 6.20685], [1.00445, 2.41841, 5.29893], [1.65994, 1.17549, 5.62229], [0.78425, 2.86384, 4.02261], [1.30094, 2.08865, 2.46099], [-0.32161, 5.91075, 3.35155], [-1.29821, 4.55695, 2.72998], [0.36522, 4.73355, 2.20503], [-0.49850, 5.25372, 5.83042], [0.58387, 3.18725, 7.26954], [2.48551, 1.34907, 6.31373], [2.04577, 0.76049, 4.69193], [0.95843, 0.46625, 6.06496], [-5.44101, 2.13497, 0.27082], [-4.87062, 1.26447, -0.84601], [-4.45827, 2.07251, -2.07027], [-3.37556, 2.98913, -1.77398], [-2.07120, 2.71145, -1.96541], [-1.56811, 1.33449, -2.74843], [-1.13619, 3.60908, -1.49282], [-1.28823, 4.87146, -0.91810], [-0.54822, 5.22440, -0.02794], [-2.27062, 5.83118, -1.49567], [-2.56054, 5.88458, -2.86000], [-3.42783, 6.84510, -3.34610], [-4.01804, 7.76300, -2.48573], [-3.71723, 7.72738, -1.13085], [-2.83917, 6.77644, -0.64300], [-5.85895, 1.51364, 1.06295], [-6.23271, 2.79412, -0.10466], [-4.66169, 2.75374, 0.72371], [-5.62466, 0.53896, -1.16564], [-3.98629, 0.71493, -0.48142], [-5.29971, 2.66346, -2.45311], [-4.11145, 1.39639, -2.84664], [-3.58807, 3.70344, -1.10075], [-0.19262, 3.22833, -1.40162], [-2.09229, 5.17602, -3.53099], [-3.65205, 6.88151, -4.40472], [-4.70295, 8.50731, -2.87131], [-4.16855, 8.44439, -0.45666], [-2.57952, 6.73438, 0.40684], [-4.68095, -1.17475, 1.52461], [-3.33650, -1.66110, 0.88141], [-2.80106, -2.76367, 1.84211], [-3.74061, -2.40499, -0.42726], [-2.42641, -0.60147, 0.64336], [-5.27382, -2.01141, 1.92839], [-5.28810, -0.66734, 0.77520], [-4.45511, -0.47376, 2.32956], [-3.54726, -3.55456, 2.02040], [-2.53561, -2.30990, 2.79807], [-1.91027, -3.21851, 1.40124], [-4.56527, -3.11336, -0.24629], [-2.88459, -2.95927, -0.82459], [-4.05626, -1.67253, -1.17273]], "atomic_forces_ev_per_a": [[-1.06, 2.21, 0.55], [0.03, -0.17, 0.05], [-0.22, 0.12, 0.04], [0.03, -0.02, -0.02], [0.16, 0.07, -0.01], [0.35, -0.09, -0.19], [0.28, 0.20, -0.02], [-0.76, 0.12, 0.00], [0.44, -0.09, -0.39], [0.15, -1.03, -0.61], [-0.06, -0.13, -0.13], [-0.02, 0.06, -0.01], [-0.09, 0.08, 0.23], [0.12, -0.10, 0.04], [0.50, -0.06, 0.50], [0.11, -0.66, 0.22], [-0.06, 0.02, 0.19], [-0.04, 0.03, -0.01], [-0.14, 0.03, -0.25], [0.13, -0.06, -0.01], [-0.01, 0.02, -0.03], [0.02, 0.03, -0.01], [0.02, 0.04, -0.02], [-0.01, 0.00, 0.03], [0.01, 0.03, -0.05], [-0.08, -0.03, 0.02], [-0.01, -0.01, 0.02], [-0.03, 0.03, 0.00], [-0.03, 0.01, -0.03], [-0.04, -0.01, -0.03], [-0.09, -0.03, -0.02], [0.00, -0.01, -0.01], [-0.03, 0.02, -0.01], [-0.05, -0.01, 0.04], [-0.03, 0.00, 0.03], [-0.13, 0.03, 0.08], [0.32, 0.00, -0.13], [-0.03, -0.04, 0.12], [-0.04, -0.09, -0.09], [0.13, -0.02, 0.02], [-0.12, 0.15, -0.27], [0.06, -0.15, 0.12], [-0.02, 0.06, 0.12], [0.00, -0.02, 0.06], [-0.13, 0.21, -0.23], [0.09, -0.14, 0.04], [0.03, -0.06, 0.24], [0.09, -0.16, -0.21], [0.02, -0.02, 0.05], [0.01, -0.04, 0.03], [0.05, -0.02, 0.03], [-0.02, -0.01, -0.03], [0.00, -0.01, -0.01], [-0.02, 0.03, 0.00], [-0.01, 0.00, 0.01], [-0.02, 0.04, 0.00], [0.01, -0.04, -0.15], [0.05, 0.23, -0.03], [-0.28, -0.21, 0.08], [0.59, 0.30, 0.11], [-0.42, 0.03, -0.13], [0.35, -0.17, -0.17], [-0.36, 0.11, 0.18], [0.40, -0.46, -0.10], [-0.07, 0.12, 0.10], [-0.43, 0.36, -0.21], [0.16, -0.28, 0.26], [-0.14, 0.17, -0.10], [0.09, -0.08, 0.02], [-0.09, 0.10, -0.04], [0.08, -0.29, 0.03], [0.06, 0.05, 0.03], [-0.02, 0.02, 0.04], [-0.01, -0.01, 0.04], [0.02, -0.04, -0.01], [-0.04, -0.15, 0.09], [0.06, 0.01, -0.03], [-0.01, 0.09, -0.09], [-0.07, 0.19, 0.05], [-0.14, -0.02, 0.01], [-0.02, -0.06, 0.00], [0.03, -0.01, 0.00], [-0.01, 0.00, -0.01], [0.01, 0.00, 0.01], [-0.01, 0.05, 0.01], [0.03, -0.30, 0.01], [-0.23, 0.56, 0.02], [-0.17, 0.02, -0.04], [-0.14, -0.03, 0.24], [0.69, -0.63, -0.17], [-0.06, 0.07, -0.02], [-0.02, 0.04, 0.03], [0.06, 0.00, 0.01], [0.07, -0.04, 0.02], [0.03, 0.02, 0.03], [0.09, -0.04, -0.01], [0.03, -0.06, -0.12], [0.03, 0.03, -0.02], [0.02, 0.00, -0.01]], "lowdin_charge": [1.01, -0.05, -0.14, -0.04, -0.10, 0.02, -0.47, 1.16, -0.45, -0.05, -0.13, -0.06, -0.14, -0.05, -0.47, -0.03, -0.15, -0.06, -0.14, -0.05, 0.09, 0.08, 0.08, 0.12, 0.08, 0.05, 0.11, 0.09, 0.08, 0.08, 0.09, 0.11, 0.09, 0.08, 0.08, 0.10, -1.28, 0.00, 0.09, 0.11, -0.05, -0.13, -0.06, -0.07, -0.14, -0.06, -0.71, 0.74, 0.09, 0.10, 0.05, 0.11, 0.11, 0.09, 0.03, 0.09, -0.12, -0.27, -0.23, 0.02, -0.79, 0.69, 0.12, -0.39, 0.11, -0.15, -0.02, -0.08, -0.09, -0.09, -0.02, 0.05, 0.06, 0.06, 0.10, 0.06, 0.11, 0.06, 0.12, 0.09, 0.12, 0.10, 0.10, 0.10, 0.11, -0.11, -0.86, -0.11, -0.10, -0.32, 0.05, 0.03, 0.05, 0.05, 0.05, 0.04, 0.06, 0.04, 0.05]}

---

{"formula": "C32H46BF15O16", "method": "the ωB97M-V functional and the def2-TZVPD basis", "homo_lumo_gap_ev": 10.240, "energy_ha": -3973.7531, "relative_energy_kj_mol": 52.3, "mol_weight_g_mol": 982.49, "smiles": "CB(O)[C@H]1[C@@H](COC(C)=O)OC(=O)[C@@]1(C)C[C@H](C)O.CCOC(=O)C(F)(F)F.CCOC(=O)C(F)(F)F.CCOC(=O)C(F)(F)F.CCOC(=O)C(F)(F)F.CCOC(=O)C(F)(F)F", "species": ["C", "B", "O", "C", "C", "C", "O", "C", "C", "O", "O", "C", "O", "C", "C", "C", "C", "C", "O", "H", "H", "H", "H", "H", "H", "H", "H", "H", "H", "H", "H", "H", "H", "H", "H", "H", "H", "H", "H", "H", "C", "C", "O", "C", "O", "C", "F", "F", "F", "H", "H", "H", "H", "H", "C", "C", "O", "C", "O", "C", "F", "F", "F", "H", "H", "H", "H", "H", "C", "C", "O", "C", "O", "C", "F", "F", "F", "H", "H", "H", "H", "H", "C", "C", "O", "C", "O", "C", "F", "F", "F", "H", "H", "H", "H", "H", "C", "C", "O", "C", "O", "C", "F", "F", "F", "H", "H", "H", "H", "H"], "positions_angstrom": [[-5.46313, 1.51691, -2.55738], [-4.23691, 2.19699, -3.31263], [-3.79318, 1.64800, -4.50157], [-3.61881, 3.50320, -2.66459], [-2.57921, 3.40572, -1.51510], [-1.53291, 2.32233, -1.53369], [-2.12146, 1.03604, -1.30612], [-1.27756, 0.03842, -1.71393], [-1.24361, -0.29732, -3.19663], [-0.59364, -0.51529, -0.96209], [-2.00474, 4.69497, -1.47744], [-2.63160, 5.55268, -2.37789], [-2.82279, 6.66248, -2.22331], [-3.02182, 4.60447, -3.55063], [-4.12676, 5.35501, -4.32657], [-1.88040, 4.20968, -4.50982], [-0.75083, 5.24461, -4.67090], [0.28659, 5.22669, -3.54522], [-1.20551, 6.55946, -4.90273], [-6.29760, 2.21211, -2.43384], [-5.83167, 0.61938, -3.05289], [-5.11128, 1.30136, -1.54052], [-3.71237, 0.70202, -4.31869], [-4.46451, 4.01408, -2.18300], [-3.18354, 3.24931, -0.61641], [-0.85251, 2.51958, -0.69654], [-0.90616, 2.30997, -2.42810], [-0.79666, 0.55280, -3.71851], [-2.26358, -0.41992, -3.55423], [-0.62422, -1.16511, -3.37249], [-5.07620, 5.29665, -3.79348], [-3.88324, 6.40700, -4.46903], [-4.29099, 4.92712, -5.31762], [-1.42204, 3.27688, -4.17885], [-2.28560, 3.99562, -5.49871], [-0.19455, 4.94470, -5.57240], [1.27741, 5.48623, -3.90643], [0.28416, 4.27657, -3.01952], [0.00208, 5.98907, -2.81444], [-1.99775, 6.54730, -5.44913], [-0.41086, -0.53624, 1.83460], [0.31367, 0.43495, 2.74249], [-0.52380, 0.87950, 3.83379], [-0.70255, 0.01761, 4.82351], [-0.23060, -1.08014, 4.89631], [-1.58974, 0.64353, 5.90772], [-2.69765, 1.19641, 5.39150], [-0.91950, 1.61212, 6.56272], [-1.97900, -0.25976, 6.80929], [-1.33684, -0.09668, 1.46875], [0.21105, -0.80224, 0.99461], [-0.67724, -1.45051, 2.36723], [0.57785, 1.33243, 2.18538], [1.24041, 0.01120, 3.13245], [2.22830, 2.62091, 6.02614], [2.85478, 1.24400, 5.95622], [4.19876, 1.29481, 5.43799], [5.13430, 1.72935, 6.27579], [4.96237, 2.07254, 7.40724], [6.50450, 1.69702, 5.58661], [6.46888, 2.27657, 4.37554], [6.92209, 0.42535, 5.41229], [7.43186, 2.33063, 6.30301], [2.26033, 3.10419, 5.04808], [1.19442, 2.55169, 6.35408], [2.76404, 3.26762, 6.71997], [2.29185, 0.61741, 5.26566], [2.84607, 0.74508, 6.92548], [-1.72500, -2.91616, -8.83541], [-1.99843, -1.42669, -8.85954], [-3.28953, -1.11506, -8.29942], [-3.38135, -1.15923, -6.97914], [-2.49578, -1.42703, -6.21770], [-4.79849, -0.77747, -6.53708], [-5.73679, -1.45551, -7.21469], [-5.01589, 0.52939, -6.72841], [-4.98718, -1.03461, -5.23300], [-2.52303, -3.45721, -9.34562], [-0.77669, -3.13692, -9.32395], [-1.68065, -3.29577, -7.81539], [-2.02623, -1.07383, -9.88842], [-1.22127, -0.86271, -8.34353], [-1.71683, -4.66177, 5.06882], [-0.61910, -5.38721, 4.32040], [-1.14308, -6.46702, 3.52287], [-1.75017, -6.11858, 2.39448], [-1.89332, -5.00302, 1.98738], [-2.22588, -7.37241, 1.64862], [-2.89767, -8.20529, 2.46051], [-1.18001, -8.05107, 1.14416], [-3.03306, -7.05650, 0.63393], [-2.29268, -5.36214, 5.67595], [-1.29404, -3.89342, 5.71546], [-2.41573, -4.18373, 4.38334], [0.06961, -5.84380, 5.02851], [-0.03841, -4.70824, 3.69566], [7.45146, -2.57891, 5.37141], [7.35598, -2.47649, 3.86390], [8.25792, -3.39028, 3.21045], [7.88916, -4.66627, 3.19522], [6.88540, -5.11412, 3.66631], [8.93382, -5.50290, 2.44454], [10.17871, -5.24147, 2.87605], [8.89588, -5.23857, 1.12606], [8.71498, -6.80907, 2.60398], [8.48084, -2.42525, 5.69888], [6.81434, -1.83735, 5.84476], [7.14795, -3.56414, 5.72401], [7.65408, -1.48008, 3.54402], [6.33750, -2.63921, 3.51029]], "atomic_forces_ev_per_a": [[0.71, 0.20, 0.00], [-0.69, -0.24, 0.32], [0.99, 0.28, 0.90], [0.15, 0.10, -0.75], [-1.47, -0.41, -0.34], [0.94, 0.24, 0.49], [-0.63, 0.61, -0.52], [-1.00, 0.62, -2.83], [-0.45, 0.89, 0.38], [1.92, -1.65, 2.32], [0.45, 0.61, 1.23], [1.33, -6.09, -1.87], [-0.51, 4.75, 1.08], [-1.25, 1.42, -0.41], [-0.06, -0.38, -0.26], [0.41, 0.22, 0.58], [0.66, -0.97, -0.81], [-0.76, 0.88, 0.33], [-0.11, 0.43, 0.40], [0.04, 0.07, -0.09], [0.00, -0.10, 0.16], [-0.22, -0.24, 0.00], [-0.53, -0.09, -0.66], [-0.08, -0.20, 0.04], [0.33, 0.02, 0.26], [0.03, 0.06, -0.04], [-0.26, 0.08, -0.16], [-0.16, -0.04, -0.15], [0.15, -0.24, -0.19], [-0.10, -0.20, 0.07], [-0.02, 0.18, 0.04], [0.05, 0.04, 0.16], [0.01, -0.16, 0.05], [0.03, 0.00, -0.08], [-0.25, 0.00, 0.06], [-0.15, -0.23, -0.01], [0.06, -0.12, -0.05], [0.23, -0.13, -0.12], [0.12, -0.07, 0.07], [0.12, -0.09, -0.04], [-0.25, -0.16, 0.84], [0.22, -0.24, -0.59], [-0.09, 0.16, 0.35], [0.39, -0.08, -0.69], [-0.10, 0.00, 0.36], [-0.72, 0.26, 0.61], [0.31, -0.10, -0.07], [-0.03, -0.20, -0.18], [0.27, 0.02, -0.26], [0.10, 0.08, -0.14], [0.11, 0.04, -0.03], [0.10, 0.01, 0.04], [-0.15, 0.15, 0.22], [-0.13, -0.07, 0.18], [0.33, 0.26, -0.04], [-0.66, 0.08, 0.17], [0.36, -0.06, -0.12], [-0.76, -0.13, 0.14], [0.33, 0.01, -0.04], [0.88, 0.20, -0.44], [-0.19, -0.14, 0.22], [-0.24, 0.26, 0.08], [-0.33, -0.14, 0.06], [-0.11, -0.09, -0.04], [0.00, -0.05, -0.04], [-0.02, -0.09, 0.08], [0.26, -0.06, -0.12], [0.20, 0.09, 0.03], [-0.24, -0.13, 0.25], [0.55, -0.23, -0.33], [-0.29, 0.12, 0.18], [0.64, -0.14, -0.42], [-0.25, 0.15, 0.23], [-0.99, 0.18, 0.16], [0.34, 0.06, 0.05], [0.12, -0.26, -0.16], [0.29, -0.02, -0.19], [0.06, 0.04, -0.12], [-0.02, 0.06, -0.04], [0.10, 0.07, 0.01], [-0.26, 0.10, 0.07], [-0.13, -0.02, 0.19], [-0.32, -0.06, -0.13], [0.18, 0.47, 0.45], [-0.08, -0.25, -0.25], [0.37, 0.46, 0.51], [-0.11, -0.19, -0.24], [-0.35, -0.67, -0.40], [0.15, 0.23, -0.05], [-0.08, 0.22, 0.16], [0.19, 0.11, 0.23], [0.12, -0.01, 0.08], [0.06, -0.03, -0.02], [0.10, 0.07, -0.03], [-0.06, -0.25, -0.14], [-0.15, -0.04, -0.16], [0.17, -0.43, 0.09], [-0.32, 0.45, 0.36], [0.17, -0.23, -0.21], [-0.39, 0.60, 0.27], [0.13, -0.25, -0.15], [0.60, -0.52, -0.34], [-0.28, 0.05, -0.01], [-0.10, 0.07, 0.26], [-0.11, 0.29, 0.05], [-0.03, 0.15, -0.03], [0.00, 0.02, -0.04], [-0.09, 0.01, -0.07], [0.19, -0.13, -0.16], [0.06, -0.22, -0.01]], "lowdin_charge": [0.02, -0.46, 0.13, -0.09, -0.23, -0.10, 0.00, -0.53, 0.05, 0.17, 0.05, -0.45, 0.24, -0.33, -0.01, -0.06, -0.41, -0.02, -0.01, 0.07, 0.06, 0.07, 0.06, 0.15, 0.17, 0.15, 0.11, 0.09, 0.07, 0.10, 0.10, 0.08, 0.09, 0.11, 0.12, 0.13, 0.08, 0.07, 0.09, 0.09, -0.06, -0.18, 0.03, -0.41, 0.16, -0.53, 0.17, 0.15, 0.17, 0.08, 0.06, 0.08, 0.13, 0.12, -0.05, -0.18, 0.03, -0.40, 0.18, -0.52, 0.16, 0.14, 0.18, 0.09, 0.06, 0.08, 0.11, 0.13, -0.06, -0.19, 0.04, -0.39, 0.16, -0.53, 0.17, 0.17, 0.16, 0.09, 0.08, 0.08, 0.13, 0.13, -0.06, -0.19, 0.03, -0.40, 0.17, -0.53, 0.16, 0.16, 0.17, 0.08, 0.08, 0.08, 0.13, 0.13, -0.06, -0.19, 0.03, -0.40, 0.17, -0.53, 0.16, 0.16, 0.17, 0.09, 0.06, 0.08, 0.12, 0.13]}